1.
DFT (the ωB97M-V functional and the def2-TZVPD basis) results for C36H59Br20ClF4IN6O6P2S4 as an isolated structure.

## Properties
LUMO (eV): -4.72

The geometry in ORCA input format:
```
! RIJCOSX wB97M-V def2-TZVPD def2/J DEFGRID3
* xyz 1 1
C 1.206 -1.391 3.324
C 1.718 -0.546 2.149
Br 3.640 -0.795 1.794
C 0.919 0.323 1.447
Br 2.014 1.211 0.015
N -0.559 0.569 1.638
Cl -0.746 2.002 0.542
C -1.503 -0.361 0.877
N -1.350 -1.759 1.428
P -0.946 -0.824 -0.901
S -0.677 0.361 -2.359
C -3.064 0.051 1.046
I -4.012 0.470 -0.933
C -3.955 -1.148 1.598
C -5.533 -1.171 1.474
C -6.449 0.005 1.948
S -6.748 -0.166 3.819
C -8.013 -1.442 4.084
S -9.286 -1.270 5.102
N -7.873 -2.698 3.367
C -6.995 -3.679 3.818
C -7.075 -4.786 2.863
N -7.995 -4.375 1.893
C -8.475 -3.142 2.179
O -3.372 1.261 1.732
C -2.518 1.770 2.787
C -3.489 1.492 4.052
S -2.665 3.649 2.683
O -1.484 4.380 2.239
O -3.058 4.258 3.962
C -4.039 4.208 1.524
F -5.258 3.982 2.021
F -3.897 5.571 1.493
F -3.863 3.792 0.249
C -1.070 1.154 2.916
C -1.250 0.141 4.154
O -1.743 -0.939 4.136
N -0.858 0.545 5.532
C -1.681 -0.166 6.472
O -2.645 0.306 6.920
F -1.352 -1.425 6.939
P 0.348 2.240 3.735
N -0.395 3.361 4.871
O 1.112 3.250 2.646
H 1.174 -0.730 4.240
H 0.246 -1.939 3.223
H 1.969 -2.178 3.590
H -1.795 -2.419 0.779
H -0.361 -2.023 1.300
H -1.898 -1.829 -1.300
H 0.281 -1.568 -0.735
H -3.718 -2.127 1.089
H -3.766 -1.355 2.693
H -5.824 -2.033 2.150
H -5.901 -1.522 0.466
H -7.466 -0.189 1.502
H -6.190 1.035 1.634
H -6.347 -3.653 4.724
H -6.504 -5.733 2.876
H -9.198 -2.540 1.590
H -4.413 2.101 3.818
H -3.094 1.892 5.011
H -3.873 0.446 4.071
H 0.130 0.331 5.692
H -0.181 2.996 5.800
H 0.037 4.283 4.776
H 1.290 4.125 3.027
Br 3.659 -1.301 -2.349
C 5.249 -0.525 -3.164
C 5.677 0.719 -2.431
Br 4.536 2.236 -2.880
H 5.015 -0.352 -4.211
H 6.014 -1.295 -3.090
H 6.680 1.016 -2.735
H 5.647 0.613 -1.349
Br 2.111 4.974 -3.658
C 3.831 5.571 -4.355
C 4.364 6.742 -3.571
Br 3.450 8.392 -4.056
H 3.686 5.790 -5.410
H 4.492 4.711 -4.255
H 5.412 6.917 -3.810
H 4.256 6.624 -2.496
Br 7.664 10.590 -5.021
C 6.457 12.114 -4.891
C 5.153 11.841 -5.595
Br 5.345 11.994 -7.527
H 6.989 12.974 -5.290
H 6.294 12.256 -3.824
H 4.408 12.588 -5.324
H 4.756 10.849 -5.393
Br 4.822 -3.004 -5.437
C 6.499 -3.968 -5.208
C 6.466 -4.845 -3.981
Br 6.694 -3.808 -2.348
H 7.291 -3.222 -5.186
H 6.603 -4.575 -6.107
H 7.301 -5.546 -3.990
H 5.535 -5.397 -3.873
Br 9.018 -0.633 -4.885
C 10.710 -1.576 -4.663
C 10.693 -2.444 -3.432
Br 10.926 -1.385 -1.813
H 11.494 -0.823 -4.648
H 10.815 -2.186 -5.560
H 11.534 -3.137 -3.439
H 9.767 -3.004 -3.314
Br -10.645 -1.012 -0.782
C -10.082 -1.673 -2.524
C -8.773 -2.416 -2.439
Br -7.266 -1.187 -2.283
H -10.044 -0.814 -3.189
H -10.880 -2.341 -2.844
H -8.591 -2.971 -3.359
H -8.715 -3.097 -1.593
Br -7.881 1.925 2.772
C -9.345 3.199 3.025
C -10.613 2.709 2.381
Br -10.563 2.957 0.449
H -9.007 4.156 2.634
H -9.468 3.276 4.105
H -11.467 3.295 2.720
H -10.808 1.654 2.562
Br 1.974 -8.306 -0.722
C 2.258 -8.204 -2.647
C 3.343 -7.215 -2.987
Br 2.698 -5.381 -2.856
H 1.299 -7.961 -3.097
H 2.550 -9.211 -2.944
H 3.656 -7.332 -4.025
H 4.214 -7.292 -2.339
Br 6.090 -4.976 1.173
C 7.516 -6.304 1.101
C 8.860 -5.676 1.372
Br 9.507 -4.703 -0.186
H 7.454 -6.784 0.128
H 7.269 -7.029 1.876
H 9.611 -6.442 1.561
H 8.848 -4.974 2.202
*
```

***

2.
DFT (the ωB97M-V functional and the def2-TZVPD basis) results for a 4-piece molecular cluster, C36H59F3IN5OS overall.

## Properties
LUMO (eV): 0.38
SMILES: Nc1cc(CC(=O)I)cc2c1Nc1cc(CCC(F)=C(F)F)ccc1S2.CCN(CC)CC.CCN(CC)CC.CCN(CC)CC
Energy relative to the best compared isomer or geometry (same formula, charge and spin) (kcal/mol): 0.0

The geometry in ORCA input format:
```
! RIJCOSX wB97M-V def2-TZVPD def2/J DEFGRID3
* xyz 0 1
N -1.312 -0.194 -2.406
C -1.831 -1.244 -1.646
C -2.914 -1.051 -0.796
C -3.424 -2.090 -0.027
C -4.566 -1.776 0.917
C -5.654 -1.047 0.170
O -5.725 0.135 0.119
I -7.012 -2.321 -0.907
C -2.870 -3.360 -0.090
C -1.789 -3.557 -0.945
C -1.273 -2.526 -1.721
N -0.159 -2.758 -2.600
C 0.918 -3.406 -1.909
C 2.204 -2.890 -1.971
C 3.262 -3.500 -1.299
C 4.664 -2.933 -1.335
C 4.732 -1.398 -1.396
C 5.642 -0.819 -0.344
F 6.589 -1.618 0.191
C 5.518 0.423 0.100
F 5.860 0.877 1.293
F 4.945 1.374 -0.632
C 2.998 -4.664 -0.584
C 1.719 -5.195 -0.500
C 0.678 -4.556 -1.161
S -0.992 -5.135 -1.069
H -0.353 -0.385 -2.668
H -1.331 0.669 -1.871
H -3.343 -0.058 -0.734
H -4.942 -2.659 1.429
H -4.191 -1.085 1.674
H -3.250 -4.180 0.502
H -0.483 -3.363 -3.351
H 2.368 -1.997 -2.561
H 5.252 -3.397 -2.125
H 5.130 -3.252 -0.403
H 3.754 -0.949 -1.239
H 5.040 -1.081 -2.396
H 3.792 -5.172 -0.048
H 1.503 -6.082 0.079
C -0.761 3.631 -2.125
C -2.100 3.711 -1.405
N -2.202 2.813 -0.271
C -3.560 2.674 0.236
C -4.246 3.907 0.833
C -1.158 2.952 0.731
C -0.971 4.327 1.386
H -0.536 2.604 -2.419
H -0.792 4.241 -3.028
H 0.062 4.002 -1.511
H -2.880 3.440 -2.121
H -2.284 4.761 -1.127
H -3.570 1.869 0.975
H -4.176 2.309 -0.591
H -3.852 4.160 1.816
H -5.311 3.701 0.958
H -4.155 4.781 0.187
H -0.208 2.666 0.272
H -1.329 2.202 1.507
H -0.979 5.135 0.652
H -0.006 4.361 1.896
H -1.736 4.536 2.132
C 0.566 7.791 -2.415
C -0.217 9.093 -2.326
N -1.510 9.024 -2.982
C -2.141 10.319 -3.161
C -2.543 11.109 -1.910
C -2.376 7.948 -2.536
C -2.738 7.881 -1.047
H 0.658 7.465 -3.452
H 1.569 7.937 -2.013
H 0.100 6.989 -1.840
H 0.362 9.877 -2.821
H -0.293 9.387 -1.267
H -3.020 10.186 -3.797
H -1.452 10.936 -3.747
H -3.422 10.686 -1.424
H -2.795 12.133 -2.191
H -1.735 11.160 -1.180
H -1.902 7.001 -2.808
H -3.293 7.977 -3.129
H -1.869 8.028 -0.404
H -3.147 6.894 -0.820
H -3.496 8.612 -0.769
C 2.876 -6.219 3.052
C 2.298 -7.624 2.977
N 3.299 -8.661 3.142
C 2.824 -9.986 2.784
C 1.693 -10.600 3.619
C 4.098 -8.575 4.352
C 3.367 -8.587 5.702
H 3.698 -6.098 2.345
H 2.103 -5.490 2.802
H 3.240 -5.975 4.051
H 1.846 -7.758 1.990
H 1.476 -7.707 3.705
H 3.678 -10.668 2.785
H 2.491 -9.941 1.742
H 2.040 -10.927 4.599
H 1.300 -11.481 3.108
H 0.864 -9.906 3.760
H 4.693 -7.660 4.299
H 4.831 -9.385 4.333
H 2.505 -7.919 5.706
H 4.046 -8.247 6.487
H 3.029 -9.583 5.979
*
```

***

Number 1: frontier orbital gap 0.19468 Ha, calculated total energy -57099.55702 hartree, HOMO level -10.02 eV. Number 2: frontier orbital gap 0.31416 Ha, calculated total energy -2751.57725 hartree, HOMO level -8.16 eV.